Entry from OMol25: ClH6Li3O3 as an isolated structure (the ωB97M-V functional and the def2-TZVPD basis).

As for the HOMO-LUMO gap: 9.40 eV. The value obtained for the total energy is -711.66346 Ha. The HOMO energy comes out at -17.6 eV.

Geometry as ORCA input:
```
! RIJCOSX wB97M-V def2-TZVPD def2/J DEFGRID3
* xyz 2 1
H -11.83111 9.61087 -2.01140
H -12.91816 9.40691 -0.95588
Li -15.63604 12.28792 -1.54449
H -18.37525 10.29861 -0.88889
O -12.14709 8.98508 -1.34493
Cl -15.71315 9.98011 -1.97480
H -17.98560 11.62092 -4.71711
Li -15.13480 7.76918 -3.22864
H -16.80915 10.91478 -4.00962
Li -16.18696 9.77994 0.52709
O -17.16986 11.12700 -4.87637
O -18.24952 10.08869 0.04639
H -19.10425 10.27084 0.46975
*
```

Mulliken atomic charge list, values in e, 4 entries: number 1, H, carries 0.34; number 2, H, carries 0.28; number 3, Li, carries 0.91; number 4, H, carries 0.33


Entry from OMol25: C42H35AsCrN9S as an isolated structure (the ωB97M-V functional and the def2-TZVPD basis).

As for the HOMO-LUMO gap (alpha / beta): 7.40 / 7.29 eV. The value obtained for the total energy is -5792.40165 Ha. The HOMO energy (alpha / beta) comes out at -13.1 / -13.2 eV. The expectation value of S² is 3.7964.

Geometry as ORCA input:
```
! RIJCOSX wB97M-V def2-TZVPD def2/J DEFGRID3
* xyz 2 4
H -1.12654 2.58238 0.73184
H -0.07027 0.67484 -7.59884
H 1.59613 -3.47790 3.60051
C -2.73227 -2.83494 1.11264
C -3.93842 0.69301 1.05571
H 2.20514 0.06522 -4.02691
H -4.25420 -0.31549 1.29502
C 2.87796 -1.74031 3.82134
H 0.04290 -2.15154 -2.07847
C 1.44674 -2.12135 1.97110
C -3.13372 3.29930 0.49396
N 1.45578 -3.24298 -1.18746
C 0.06558 0.21976 -6.62701
C 2.40724 3.27583 -1.07564
C -3.01676 -4.26705 3.02120
C 1.94167 -2.54749 3.17401
C -0.66102 -1.20775 -4.86608
H 0.10800 -0.08535 6.99041
H 3.28584 -2.02789 4.78092
C 1.32837 -0.12403 -4.63416
C 0.04272 1.00038 3.78567
N 1.45100 1.37864 -0.12067
N -0.73257 0.32638 -1.61358
C -2.58812 1.02376 1.03362
N 3.24120 0.95997 1.43389
C -2.05120 -1.93018 1.91534
C -2.95847 1.32968 -2.97294
C 2.60248 -2.63351 -1.58071
C -1.11783 -1.12334 4.01788
H -5.22405 3.73332 0.31027
C -2.95952 0.02364 -2.47520
C -0.67866 -0.04498 3.23865
N 1.81658 -0.96859 1.37005
H 2.01205 4.72540 -2.61502
H -2.82266 4.31424 0.28484
H -1.76923 3.11102 -3.14812
C 4.73793 4.62297 -0.55898
H -1.39356 -1.88772 -4.44359
C 3.87360 5.06223 -1.56215
H -3.76559 -4.71733 1.06206
H 4.13651 5.94273 -2.13255
C 1.27904 2.33352 -1.11641
H 5.11007 3.14852 0.98357
C -1.85301 -2.17631 3.28194
C 1.19330 0.48957 -5.86923
C 2.74194 -0.19733 1.97600
C -0.82705 -1.13178 5.37492
H -3.82022 1.72541 -3.49307
H -5.93669 1.42260 0.80915
H -3.40023 -5.18045 3.45512
N 0.31655 -2.40555 -1.11551
H -0.43289 -2.91524 -0.65014
C 2.67007 1.62927 0.50380
C -4.48224 2.97118 0.50792
H 5.65115 5.17251 -0.37521
C -1.84480 -0.41504 -1.81946
C -4.88423 1.67152 0.78665
C -0.72837 1.58651 -2.09161
H 1.96209 1.16015 -6.22631
C 2.68843 4.39190 -1.84030
H -3.81086 -0.63110 -2.59305
C -3.21812 -4.01080 1.67100
C 4.44810 3.49761 0.20344
C -2.34211 -3.35895 3.82525
C -2.18115 2.32402 0.75043
H 0.88072 1.79150 5.59526
H 4.49574 -2.98184 -2.18616
H -1.15763 -1.94529 6.00727
H 1.27969 -4.19511 -1.48425
H 0.38164 1.82793 3.17279
N 0.42055 -0.95685 -4.12312
N 3.60758 -3.40430 -1.96718
H 4.01403 0.07945 3.65768
H 0.69782 -2.71265 1.45806
C -0.10936 -0.08032 5.93083
H -2.20900 -3.57532 4.87697
C -1.84112 2.09646 -2.78557
H -1.84585 -1.41831 -1.41330
Cr 0.73174 -0.41872 -0.32904
C 0.32593 0.97890 5.14633
H 3.55252 -4.41072 -1.97902
C 3.27965 -0.57712 3.21529
C -0.88255 -0.65184 -6.11481
H -2.93184 -2.61669 0.06845
H -1.77510 -0.90236 -6.67092
C 3.26566 2.84025 -0.07782
S 2.72916 -0.95456 -1.55780
As -1.22267 -0.27359 1.41473
N 0.33315 2.44438 -1.97639
*
```

Mulliken atomic charge list, values in e, 4 entries: number 1, H, carries 0.27; number 2, H, carries 0.44; number 3, H, carries 0.51; number 4, C, carries -0.02


Entry from OMol25: C33H30F6FeN5O3PS3 as an isolated structure (the ωB97M-V functional and the def2-TZVPD basis).

As for the HOMO-LUMO gap (alpha / beta): 7.85 / 6.26 eV. The value obtained for the total energy is -5174.18148 Ha. The HOMO energy (alpha / beta) comes out at -5.5 / -5.7 eV. The expectation value of S² is 8.7705.

Geometry as ORCA input:
```
! RIJCOSX wB97M-V def2-TZVPD def2/J DEFGRID3
* xyz -1 6
C -3.23929 3.36775 -4.51026
H 0.51633 2.24851 -1.73116
C -5.95621 -0.17705 0.30006
H 3.94022 -0.22203 -1.65032
N 2.05029 1.24977 1.38483
F 2.35316 -2.78902 -3.64011
C 1.20603 1.93035 -2.49312
F 1.59629 -4.82049 -2.95435
C -3.28495 -0.86192 0.60331
C 1.20871 -3.01827 3.16638
C -4.04015 -0.49334 1.70134
Fe -0.05271 -0.77919 -1.68543
H 4.17619 -1.85367 2.03947
H -1.22424 3.95358 -4.05677
H -7.00201 0.08238 0.18111
C -1.98697 3.18507 -3.95427
C -3.79150 1.19496 -3.65494
N -1.62031 2.10550 -3.27622
O -3.75520 -1.70945 -3.10319
C 2.09919 0.19365 -3.68476
N 2.59531 0.77973 0.20835
C 3.10777 -2.03111 2.08678
H -0.70063 -2.59801 2.26640
H -4.48376 0.37452 -3.56663
P 0.88620 -3.48039 -3.46355
H 3.24040 -3.29580 3.81353
C -5.21144 -0.54609 -0.81184
S -2.86837 -1.27123 -2.05909
H 3.59898 0.63124 -5.13235
H -2.23956 -1.12866 0.69787
C 2.93375 1.04510 -4.38744
C 0.80954 1.52217 1.48226
H 1.93360 3.89383 -2.88351
H 0.77622 1.09549 5.63618
H -7.23222 0.42328 2.51461
H -5.14716 2.40341 -4.76536
C 2.00900 2.84775 -3.14669
S 0.25092 2.34177 2.96012
F -0.54974 -4.11763 -3.25149
H -3.48481 4.27192 -5.04965
N 1.24262 0.61814 -2.74753
C 0.89043 -1.65658 1.19464
C 2.89060 2.40188 -4.11510
H 2.11251 -0.86527 -3.88638
C 2.27780 -1.41490 1.16358
C 3.66672 -1.01691 -0.95993
O 0.07342 -1.20574 0.25662
C -6.18252 0.27793 2.76904
O -1.84451 -2.18602 -1.58234
C 2.81797 -0.47399 0.14611
C -4.15047 2.33177 -4.34573
C 3.85315 1.38501 4.28138
H 2.49082 3.17488 2.99505
H 3.16655 -1.82756 -1.49145
H 1.56645 3.57131 4.44301
F 0.91863 -3.92794 -4.99693
F 0.86969 -2.89045 -1.90154
H 4.58359 -1.42706 -0.52540
H 3.53175 3.09571 -4.64464
C -2.49258 1.10276 -3.11220
C -5.38242 -0.14062 1.56565
C 2.50692 1.65068 4.50412
H -6.12500 -0.47039 3.56119
H 4.36846 -1.02243 6.60673
H 0.78788 -3.63152 3.95405
H -3.57866 -0.47193 2.68233
C -3.87694 -0.87879 -0.65411
C 4.52372 0.43505 5.03810
C 1.83391 0.92000 5.47768
N -2.00909 0.04360 -2.36899
C 2.49904 -0.03518 6.23106
H 5.57218 0.23904 4.84906
C 1.82257 2.76544 3.75138
H -5.80213 1.21594 3.17851
C 3.84999 -0.27322 6.02142
H 1.95827 -0.59981 6.98043
C 0.36892 -2.43311 2.23553
H 4.37292 1.92247 3.49728
C 2.58281 -2.83507 3.08826
S -0.50322 1.21903 0.39215
H -5.66643 -0.59954 -1.79127
F 0.19685 -2.03503 -3.87092
*
```

Mulliken atomic charge list, values in e, 4 entries: number 1, C, carries -0.81; number 2, H, carries 0.26; number 3, C, carries -0.85; number 4, H, carries 0.40